Molecular formula: C6H41NO13S
Method: DFT, ωB97M-V/def2-TZVPD

## Properties
Molecular weight: 367.45 g mol⁻¹
Electronic energy: -45818.394 eV
2S+1: 2
Total charge: +1
⟨S²⟩: 0.755

Geometry (Å):
C: 0.14 -0.11 -2.78
N: -0.28 0.58 -1.65
C: 0.44 1.86 -1.34
C: -0.71 2.75 -0.81
C: -1.07 3.57 -1.99
S: -2.78 4.29 -1.65
C: 1.65 1.72 -0.45
C: -1.16 -0.87 -3.43
H: 0.49 0.51 -3.55
H: 0.99 -0.87 -2.59
H: -0.26 -0.06 -0.77
H: 0.98 2.26 -2.31
H: -1.50 2.23 -0.17
H: -0.33 3.33 0.11
H: -0.37 4.45 -2.08
H: -0.95 3.03 -2.93
H: -3.77 3.31 -1.88
H: 1.40 1.29 0.44
H: 2.43 1.25 -0.97
H: 2.05 2.76 -0.10
H: -1.42 -1.58 -2.56
H: -1.00 -1.61 -4.22
H: -1.92 -0.25 -3.60
H: -0.12 2.46 2.72
H: 0.71 2.78 3.86
O: 0.86 2.31 3.01
H: 3.86 -3.17 -2.35
H: 4.75 -2.70 -1.00
O: 4.15 -3.41 -1.29
H: 1.47 -3.07 -4.67
H: 1.14 -1.73 -4.54
O: 1.90 -2.27 -4.87
H: -2.97 -1.52 3.98
H: -3.24 -1.78 2.47
O: -3.57 -1.91 3.38
H: 1.04 -3.80 -0.14
H: 0.49 -2.49 0.37
O: 0.19 -3.32 -0.13
H: 2.52 -0.93 0.88
H: 2.95 -1.85 -0.19
O: 2.20 -1.60 0.25
H: -2.55 1.75 2.41
H: -1.93 2.23 1.22
O: -1.70 2.31 2.17
H: 0.40 0.63 2.70
H: 0.82 -0.86 2.99
O: 0.22 -0.29 2.54
H: -1.20 -2.33 0.66
H: -0.93 -1.73 2.20
O: -1.53 -2.06 1.61
H: -4.36 0.23 2.31
H: -3.00 -0.18 1.94
O: -3.64 0.56 1.87
H: 3.80 1.81 3.19
H: 2.33 1.56 3.49
O: 3.12 1.13 3.41
H: 2.83 -1.47 3.98
H: 2.42 -2.48 2.81
O: 2.05 -2.01 3.58
H: 1.56 -4.13 -2.07
H: 0.05 -4.15 -2.22
O: 0.86 -4.37 -2.67

***

Molecular formula: C19H43AuNO2SSi4
Method: DFT, ωB97M-V/def2-TZVPD

## Properties
Molecular weight: 658.94 g mol⁻¹
Electronic energy: -72021.142 eV
2S+1: 3
Total charge: +1
⟨S²⟩: 2.032
ΔE to the lowest compared entry with this formula, charge and spin: 22.4 kJ/mol

Geometry (Å):
Au: 0.03 -0.69 0.12
C: -5.79 -0.26 1.23
Si: -5.41 1.40 0.49
C: -5.92 2.75 1.69
C: -6.23 1.61 -1.17
C: -3.54 1.72 0.16
C: -3.21 3.04 -0.21
C: -1.92 3.41 -0.50
C: -0.91 2.44 -0.42
N: -1.18 1.20 -0.08
C: -2.46 0.83 0.20
S: -2.58 -0.83 0.58
H: -6.86 -0.28 1.46
H: -5.26 -0.45 2.16
H: -5.59 -1.09 0.55
H: -6.98 2.66 1.91
H: -5.76 3.76 1.29
H: -5.37 2.67 2.63
H: -7.31 1.51 -1.07
H: -5.89 0.85 -1.88
H: -6.02 2.59 -1.61
H: -4.00 3.79 -0.27
H: -1.67 4.42 -0.79
H: 0.13 2.67 -0.64
C: 0.54 -4.06 0.87
O: 0.96 -2.83 0.30
Si: 2.54 -2.18 0.25
C: 3.11 -2.10 2.02
C: 3.70 -3.32 -0.67
C: 2.07 -0.57 -0.57
Si: 3.11 0.88 0.04
C: 3.05 2.40 -1.07
C: 4.91 0.34 0.06
C: 2.57 1.46 1.74
Si: 1.81 -0.70 -2.43
C: 0.92 -2.28 -2.92
C: 3.47 -0.61 -3.31
C: 0.71 0.67 -3.11
H: 0.92 -4.89 0.27
H: -0.54 -4.10 0.88
H: 0.92 -4.17 1.89
H: 3.16 -3.11 2.43
H: 2.45 -1.50 2.64
H: 4.12 -1.68 2.12
H: 3.77 -4.27 -0.15
H: 4.70 -2.88 -0.68
H: 3.41 -3.51 -1.71
H: 3.17 2.20 -2.14
H: 3.89 3.04 -0.77
H: 2.15 3.01 -0.93
H: 5.28 0.16 -0.95
H: 5.09 -0.57 0.64
H: 5.53 1.13 0.51
H: 1.48 1.57 1.82
H: 3.02 2.44 1.94
H: 2.88 0.79 2.54
H: 1.39 -3.20 -2.58
H: 0.86 -2.33 -4.01
H: -0.11 -2.28 -2.55
H: 4.17 -1.38 -2.97
H: 3.95 0.36 -3.16
H: 3.33 -0.73 -4.39
H: -0.33 0.55 -2.79
H: 0.71 0.59 -4.20
H: 1.03 1.68 -2.86
C: -0.90 -0.35 3.82
O: 0.07 -0.98 2.98
H: -0.59 -0.34 4.86
H: -1.88 -0.84 3.74
H: -0.99 0.68 3.47
H: 0.14 -1.91 3.24

***

Molecular formula: C59H47N6O6Y
Method: DFT, ωB97M-V/def2-TZVPD

## Properties
Molecular weight: 1024.97 g mol⁻¹
Electronic energy: -84214.510 eV

Geometry (Å):
Y: 0.59 12.27 25.43
C: -3.46 6.11 18.87
O: -4.09 7.01 19.78
C: -3.34 7.46 20.80
C: -2.01 7.24 20.95
C: -1.31 7.78 22.08
C: -1.95 8.54 23.05
C: -3.36 8.70 22.91
C: -3.98 8.21 21.78
C: -1.21 9.38 24.02
C: -0.05 8.98 24.58
C: 0.56 7.64 24.60
C: 1.79 7.79 25.11
C: 1.94 9.23 25.46
N: 0.82 9.87 25.22
C: 3.19 9.71 25.97
C: 3.59 11.05 25.95
C: 4.90 11.56 26.42
C: 4.92 12.85 26.13
C: 3.70 13.19 25.38
C: 3.47 14.40 24.79
C: 4.56 15.37 24.70
C: 4.72 16.40 25.59
C: 5.76 17.34 25.41
C: 6.65 17.18 24.38
O: 7.69 18.04 24.29
C: 8.65 17.82 23.24
C: 6.44 16.19 23.48
C: 5.41 15.26 23.62
C: 2.30 14.65 24.01
N: 1.25 13.87 23.88
C: 0.40 14.45 22.89
C: -0.84 14.00 22.58
C: -1.54 14.42 21.31
C: -0.91 14.84 20.15
C: -1.58 14.88 18.94
C: -2.95 14.51 18.86
O: -3.51 14.49 17.65
C: -4.74 13.82 17.59
C: -3.59 14.17 20.03
C: -2.89 14.14 21.21
C: -1.41 12.89 23.36
C: -2.64 12.77 23.99
C: -2.79 11.42 24.40
C: -1.62 10.81 24.03
N: -0.77 11.69 23.38
C: 1.05 15.70 22.45
C: 2.20 15.84 23.11
N: 2.90 12.10 25.35
C: 4.23 8.70 26.41
C: 5.28 8.40 25.56
C: 6.27 7.46 25.92
C: 6.22 6.93 27.17
O: 7.15 6.02 27.58
C: 8.22 5.68 26.76
C: 5.14 7.16 28.01
C: 4.16 8.10 27.65
H: -4.19 5.79 18.16
H: -3.08 5.28 19.41
H: -2.61 6.61 18.35
H: -1.42 6.62 20.29
H: -0.22 7.70 22.15
H: -3.90 9.27 23.67
H: -5.05 8.32 21.67
H: 0.11 6.73 24.22
H: 2.58 7.06 25.27
H: 5.64 10.91 26.87
H: 5.72 13.51 26.43
H: 4.03 16.47 26.49
H: 5.93 18.11 26.12
H: 9.36 18.64 23.34
H: 8.12 17.87 22.30
H: 9.13 16.84 23.38
H: 7.11 16.11 22.68
H: 5.30 14.52 22.83
H: 0.15 15.01 20.16
H: -1.06 15.11 18.04
H: -5.16 13.94 16.59
H: -5.49 14.22 18.25
H: -4.63 12.73 17.81
H: -4.64 13.89 20.10
H: -3.45 13.87 22.11
H: -3.30 13.59 24.27
H: -3.58 11.05 25.02
H: 0.59 16.33 21.72
H: 2.95 16.64 23.11
H: 5.34 8.94 24.61
H: 7.06 7.27 25.21
H: 8.80 4.96 27.32
H: 8.81 6.57 26.51
H: 7.83 5.30 25.86
H: 5.16 6.77 29.04
H: 3.38 8.34 28.32
N: -0.41 14.45 26.41
C: -1.64 14.44 27.18
C: -2.37 15.53 27.67
C: -3.46 15.33 28.55
C: -3.82 14.08 28.90
C: -3.11 12.94 28.46
C: -3.40 11.65 28.91
C: -2.55 10.62 28.58
C: -1.51 10.88 27.64
N: -1.31 12.07 27.14
C: -2.02 13.12 27.58
H: -0.27 15.36 25.98
H: 0.41 14.38 27.05
H: -2.07 16.53 27.41
H: -3.97 16.22 28.87
H: -4.69 13.89 29.51
H: -4.23 11.53 29.60
H: -2.58 9.66 29.00
H: -0.89 10.08 27.26
C: 2.37 13.72 29.61
O: 2.18 13.39 28.24
C: 1.66 12.01 27.95
O: 1.83 11.29 28.91
H: 1.51 13.41 30.19
H: 2.50 14.78 29.73
H: 3.20 13.17 30.10

***

Molecular formula: C5H12N2
Method: DFT, ωB97M-V/def2-TZVPD

## Properties
Molecular weight: 100.16 g mol⁻¹
Electronic energy: -8359.543 eV
ΔE to the lowest compared entry with this formula, charge and spin: 57.2 kJ/mol
SMILES string: NC[C@@H]1CCCN1

Geometry (Å):
N: 2.69 -0.44 0.47
C: 1.69 0.21 -0.42
C: 0.37 0.32 0.29
C: -0.51 -0.97 0.36
C: -1.88 -0.50 -0.17
C: -1.81 0.99 0.16
N: -0.48 1.40 -0.28
H: 3.58 -0.44 -0.02
H: 2.45 -1.43 0.53
H: 1.60 -0.32 -1.38
H: 2.00 1.23 -0.65
H: 0.61 0.64 1.30
H: -0.63 -1.35 1.37
H: -0.09 -1.74 -0.28
H: -1.92 -0.63 -1.25
H: -2.74 -1.00 0.26
H: -1.85 1.13 1.25
H: -2.61 1.61 -0.26
H: -0.47 1.28 -1.29

***

Molecular formula: C18H70BINO18
Method: DFT, ωB97M-V/def2-TZVPD

## Properties
Molecular weight: 726.46 g mol⁻¹
Electronic energy: -66919.951 eV
Total charge: -1

Geometry (Å):
C: -2.25 1.34 2.55
C: -3.02 0.03 2.72
O: -2.25 -1.08 2.31
B: -2.15 -1.41 0.95
O: -3.18 -0.88 0.12
N: -1.15 -2.32 0.49
I: 0.51 -1.11 0.33
H: -2.95 2.17 2.43
H: -1.62 1.31 1.65
H: -1.59 1.53 3.40
H: -3.22 -0.12 3.79
H: -3.98 0.07 2.21
H: -2.77 -0.43 -0.62
C: 2.26 2.91 -0.91
O: 2.42 1.50 -0.71
H: 1.36 3.04 -1.50
H: 2.13 3.43 0.05
H: 3.11 3.33 -1.44
H: 3.20 1.36 -0.18
C: -0.01 -1.43 -3.62
O: -1.27 -1.37 -2.96
H: -0.18 -1.16 -4.66
H: 0.70 -0.72 -3.17
H: 0.42 -2.43 -3.56
H: -1.12 -1.59 -2.02
C: 4.32 5.87 -3.15
O: 4.53 4.47 -2.95
H: 3.42 5.99 -3.75
H: 4.19 6.39 -2.20
H: 5.16 6.31 -3.69
H: 5.33 4.37 -2.43
C: 0.17 -4.99 -1.35
O: 1.09 -3.97 -1.70
H: 0.51 -5.93 -1.78
H: 0.10 -5.11 -0.26
H: -0.83 -4.76 -1.73
H: 0.78 -3.19 -1.22
C: 0.24 -7.56 1.95
O: 0.14 -7.73 0.54
H: 1.01 -6.83 2.14
H: -0.70 -7.18 2.38
H: 0.50 -8.50 2.45
H: -0.56 -8.37 0.37
C: -2.16 4.83 3.79
O: -1.18 4.57 2.80
H: -1.87 4.29 4.69
H: -2.22 5.89 4.04
H: -3.15 4.48 3.48
H: -1.43 5.03 1.99
C: 3.36 4.13 3.14
O: 2.48 4.74 2.21
H: 4.32 4.01 2.64
H: 3.50 4.75 4.03
H: 3.01 3.14 3.45
H: 1.62 4.82 2.61
C: -4.17 0.70 -3.40
O: -4.00 -0.69 -3.53
H: -5.11 0.97 -3.89
H: -4.23 1.02 -2.36
H: -3.36 1.26 -3.89
H: -3.16 -0.91 -3.10
C: 3.30 3.47 -6.33
O: 2.24 3.85 -5.47
H: 2.95 3.53 -7.36
H: 4.15 4.14 -6.22
H: 3.62 2.45 -6.13
H: 2.59 3.80 -4.57
C: -2.53 -4.79 3.12
O: -1.24 -4.37 2.74
H: -2.43 -5.75 3.64
H: -3.01 -4.08 3.80
H: -3.18 -4.93 2.25
H: -1.33 -3.52 2.27
C: 0.15 -11.44 0.45
O: -1.14 -10.90 0.75
H: 0.87 -10.64 0.57
H: 0.40 -12.26 1.13
H: 0.19 -11.80 -0.58
H: -1.79 -11.59 0.63
C: -1.06 5.52 -4.25
O: 0.29 5.32 -3.89
H: -1.42 6.38 -3.68
H: -1.17 5.73 -5.32
H: -1.68 4.65 -4.00
H: 0.63 4.56 -4.39
C: 4.84 -0.86 -1.31
O: 4.96 0.52 -1.62
H: 5.85 -1.27 -1.17
H: 4.26 -1.03 -0.40
H: 4.37 -1.40 -2.13
H: 4.07 0.84 -1.81
C: -1.55 3.33 7.85
O: -2.33 4.30 7.16
H: -0.73 3.05 7.20
H: -1.14 3.73 8.78
H: -2.13 2.43 8.07
H: -3.07 4.55 7.72
C: 1.26 8.47 -3.57
O: 2.54 9.03 -3.83
H: 1.41 7.53 -3.05
H: 0.66 9.14 -2.95
H: 0.72 8.26 -4.50
H: 2.41 9.86 -4.31
C: -3.54 -8.44 3.77
O: -2.78 -8.02 4.89
H: -2.87 -8.46 2.91
H: -3.95 -9.44 3.91
H: -4.35 -7.74 3.55
H: -3.36 -7.98 5.65

***

Molecular formula: C17H40BrINbO4
Method: DFT, ωB97M-V/def2-TZVPD

## Properties
Molecular weight: 608.22 g mol⁻¹
Electronic energy: -106154.522 eV
Total charge: -1

Geometry (Å):
C: -1.97 -2.03 0.12
C: -0.64 -2.64 -0.38
C: -0.59 -2.76 -1.93
O: 0.03 -1.63 -2.51
C: 0.49 -1.98 -3.84
Nb: 0.32 -0.29 -5.35
C: -1.03 1.01 -4.05
C: -2.30 0.37 -3.51
O: -2.46 0.31 -2.36
I: -3.87 -0.43 -4.77
C: 2.25 0.74 -4.66
Br: 2.49 2.47 -5.63
C: 2.30 1.00 -3.13
C: 3.73 1.53 -2.75
H: -1.98 -0.94 0.01
H: -2.81 -2.42 -0.48
H: -2.13 -2.26 1.19
H: -0.51 -3.66 0.03
H: 0.24 -2.05 -0.10
H: -0.04 -3.70 -2.16
H: -1.61 -2.91 -2.32
H: 1.53 -2.37 -3.73
H: -0.09 -2.84 -4.24
H: 1.31 -1.29 -6.51
H: 0.21 0.98 -6.68
H: -1.18 -1.08 -6.03
H: -0.53 1.49 -3.20
H: -1.38 1.84 -4.71
H: 3.14 0.14 -4.92
H: 2.14 0.09 -2.54
H: 1.63 1.83 -2.86
H: 3.83 2.58 -3.08
H: 4.54 0.97 -3.23
H: 3.86 1.55 -1.65
C: 3.70 0.63 3.38
C: 3.85 1.26 2.00
O: 3.00 0.69 1.03
C: 1.60 0.78 1.27
C: 1.09 2.21 1.39
H: 3.88 -0.44 3.34
H: 4.41 1.08 4.08
H: 2.70 0.78 3.79
H: 4.87 1.09 1.65
H: 3.70 2.34 2.05
H: 1.33 0.19 2.16
H: 1.12 0.30 0.42
H: 1.54 2.73 2.23
H: 0.01 2.21 1.53
H: 1.33 2.77 0.48
C: -1.87 -0.49 6.02
C: -1.85 -0.08 4.56
O: -2.82 -0.74 3.77
C: -4.17 -0.53 4.14
C: -4.61 0.92 4.10
H: -1.73 -1.56 6.12
H: -1.07 0.02 6.57
H: -2.81 -0.23 6.51
H: -0.88 -0.34 4.13
H: -1.95 1.01 4.45
H: -4.37 -0.97 5.13
H: -4.77 -1.11 3.43
H: -4.05 1.54 4.80
H: -5.67 1.00 4.35
H: -4.46 1.33 3.10